DFT (ωB97M-V with the def2-TZVPD basis set) results for a molecular structure, C23H51IrN2O2P2SSi.

Geometry as XYZ:
```
83
Properties=species:S:1:pos:R:3:forces:R:3:mulliken_charge:R:1
Ir 0.8553 0.7203 0.0692 0.0 -0.3 -0.2 1.85
C -0.8699 3.6073 0.8466 0.2 0.1 0.1 -0.90
C -1.3190 2.4137 1.6219 0.0 0.0 -0.1 0.53
C -2.3881 2.5190 2.5471 0.0 0.0 0.0 -0.45
C -2.7696 1.4268 3.3008 0.0 0.0 0.0 -1.12
C -2.0777 0.2366 3.1613 0.0 0.0 0.0 -0.58
C -1.0069 0.1534 2.2334 0.0 -0.1 0.0 0.39
N -0.6961 1.2651 1.4580 0.0 0.1 -0.1 0.05
N -0.2435 -0.8828 1.9910 0.0 0.0 0.0 -0.02
Si -0.1799 -2.4353 2.8925 -0.1 0.0 0.0 0.38
C -1.7679 -3.3632 2.5682 0.1 0.0 0.0 -1.17
C 0.0884 -2.0501 4.6967 0.0 0.0 0.0 -1.16
C 1.2743 -3.3873 2.2062 0.0 0.0 0.0 -1.16
H -0.1061 4.1356 1.4240 0.0 0.0 0.0 0.36
H -1.6932 4.3002 0.6823 0.0 0.0 0.0 0.47
H -0.4488 3.3038 -0.1110 0.0 0.0 0.2 -0.42
H -2.8976 3.4677 2.6436 0.0 0.0 0.0 0.58
H -3.5946 1.5028 3.9963 0.0 0.0 0.0 0.48
H -2.3415 -0.6356 3.7408 0.0 0.0 0.0 0.46
H -2.6715 -2.7786 2.7474 0.0 0.0 0.0 0.36
H -1.8022 -4.2341 3.2279 0.0 0.0 0.0 0.44
H -1.8014 -3.7462 1.5454 0.0 0.0 0.0 0.31
H -0.7982 -1.6664 5.2019 0.0 0.0 0.0 0.35
H 0.8951 -1.3263 4.8349 0.0 0.0 0.0 0.33
H 0.3844 -2.9661 5.2133 0.0 0.0 0.0 0.43
H 0.9602 -4.3676 1.8419 0.0 0.0 0.0 0.47
H 2.0299 -3.5598 2.9747 0.0 0.0 0.0 0.44
H 1.7604 -2.8616 1.3829 0.0 0.0 0.0 0.13
C 3.6847 -0.9132 2.1075 0.0 0.0 0.0 -1.25
P 2.9386 0.4861 1.2312 0.0 0.1 0.0 0.91
C 2.8718 1.7959 2.4950 0.0 0.0 0.0 -1.45
C 4.2415 1.0490 0.0694 0.0 0.0 0.0 -1.04
C 3.7518 2.1953 -0.8222 0.0 0.0 0.0 -1.09
P 2.1850 1.7562 -1.6653 -0.1 0.1 0.1 0.97
C 1.6420 3.2542 -2.5197 0.0 0.0 0.0 -1.38
C 2.6991 0.6201 -2.9820 0.0 0.0 0.0 -1.32
H 4.6138 -0.5910 2.5808 0.0 0.0 0.0 0.56
H 3.8987 -1.7302 1.4195 0.0 0.0 0.0 0.41
H 3.0001 -1.2734 2.8746 0.0 0.0 0.0 0.14
H 3.8568 1.9504 2.9389 0.0 0.0 0.0 0.49
H 2.1710 1.5039 3.2782 0.0 0.0 0.0 0.35
H 2.5289 2.7351 2.0598 0.0 0.0 0.0 0.31
H 4.5374 0.1877 -0.5352 0.0 0.0 0.0 0.42
H 5.1215 1.3504 0.6423 0.0 0.0 0.0 0.63
H 4.5083 2.4542 -1.5663 0.0 0.0 0.0 0.61
H 3.5661 3.0943 -0.2287 0.0 0.0 0.0 0.37
H 2.4477 3.6464 -3.1422 0.0 0.0 0.0 0.56
H 1.3379 4.0106 -1.7973 0.0 0.0 0.0 0.36
H 0.7848 3.0097 -3.1449 0.0 0.0 0.0 0.28
H 3.4283 1.1176 -3.6237 0.0 0.0 0.0 0.52
H 1.8287 0.3265 -3.5664 0.0 0.0 0.0 0.31
H 3.1582 -0.2731 -2.5570 0.0 0.0 0.0 0.33
C -3.4998 3.1883 -1.3633 0.0 0.0 0.0 -0.97
C -2.1648 3.2001 -2.0745 0.0 0.0 -0.1 -0.46
O -1.3228 2.1130 -1.6463 -0.1 -0.2 -0.1 -0.20
H -4.0818 4.0692 -1.6362 0.0 0.0 0.0 0.43
H -3.3572 3.2000 -0.2798 -0.1 0.0 -0.1 0.15
H -4.0797 2.3047 -1.6217 0.0 -0.1 0.0 0.21
H -1.6288 4.1258 -1.8510 0.0 0.0 0.0 0.32
H -2.2954 3.1600 -3.1576 0.0 0.0 0.0 0.49
H -1.2433 1.4514 -2.3473 0.0 0.0 -0.1 0.09
C 0.1027 -3.4451 -3.7337 0.0 0.0 0.0 -1.32
C -0.0070 -3.6353 -2.2253 0.0 0.0 0.0 -0.63
C 0.5813 -2.4943 -1.4021 0.0 0.0 0.1 -0.08
S -0.2541 -0.9047 -1.4135 0.1 0.1 0.1 -0.06
O -0.3293 -0.3585 -2.7900 -0.1 0.0 0.1 -0.64
C -1.9266 -1.3055 -0.8770 0.0 0.0 0.0 0.26
C -2.8097 -1.8628 -2.0050 0.0 0.0 0.0 -0.28
C -3.7447 -0.8200 -2.5982 0.0 0.0 0.0 -1.43
H -0.2783 -4.3237 -4.2515 0.0 0.0 0.0 0.39
H 1.1450 -3.3142 -4.0304 0.0 0.0 0.0 0.39
H -0.4511 -2.5744 -4.0817 0.0 0.0 0.0 0.27
H 0.5500 -4.5282 -1.9305 0.0 0.0 0.0 0.45
H -1.0396 -3.8208 -1.9229 0.0 0.0 0.0 0.33
H 1.5963 -2.2485 -1.7281 0.0 0.0 0.0 0.65
H 0.6260 -2.7342 -0.3364 0.0 0.0 0.0 -0.62
H -2.3176 -0.3604 -0.4914 0.0 0.0 0.0 0.35
H -1.8102 -1.9930 -0.0391 0.0 0.0 0.0 -0.49
H -3.3882 -2.6907 -1.5915 0.0 0.0 0.0 0.49
H -2.1937 -2.2806 -2.8000 0.0 0.0 0.0 -0.02
H -4.3967 -0.3955 -1.8328 0.0 0.0 0.0 0.37
H -4.3765 -1.2662 -3.3649 0.0 0.0 0.0 0.48
H -3.1815 -0.0099 -3.0616 0.0 0.0 0.0 0.21
```
Forces are in eV/Å.

Calculated values
⟨S²⟩: 6.05
Multiplicity: 5
LUMO level (alpha / beta) in eV: -5.03 / -8.02
Charge: +2
Calculated total energy in Ha: -2641.187956
Max |F| in eV/A: 0.383
Highest occupied orbital energy (alpha / beta) in eV: -12.5 / -14.9
Gap between HOMO and LUMO (alpha / beta) in eV: 7.49 / 6.90
Energy relative to the best compared isomer or geometry (same formula, charge and spin) in eV: 0.482